A molecular structure, C19H44N6O2RuSSb, computed with ωB97M-V with the def2-TZVPD basis set.

Results
- Relative energy (zero: lowest compared OMol25 entry of this formula, charge and spin): 48.30 kcal/mol
- Kohn-Sham gap (alpha / beta): 6.291 / 6.289 eV
- Net charge: +1

The geometry in XYZ format:
```
74
Properties=species:S:1:pos:R:3:lowdin_charge:R:1
Ru 1.083 -0.327 -0.097 1.26
C 4.487 -1.795 -1.002 -0.05
C 3.829 -1.080 0.171 -0.52
C 4.526 -1.425 1.477 -0.05
O 2.456 -1.463 0.208 -0.51
H 5.533 -1.497 -1.073 0.09
H 3.994 -1.545 -1.942 0.07
H 4.437 -2.875 -0.860 0.09
H 3.914 -0.003 -0.002 0.11
H 4.476 -2.501 1.649 0.09
H 4.074 -0.912 2.325 0.06
H 5.575 -1.133 1.420 0.09
S 0.996 -3.002 -1.544 0.66
C -0.485 -3.502 -2.226 -0.80
N -0.816 -3.069 -3.452 0.01
C -2.003 -3.501 -4.181 -0.16
C -3.090 -3.855 -3.179 -0.16
C -2.549 -4.839 -2.157 -0.15
N -1.331 -4.291 -1.565 0.02
H -0.088 -2.491 -3.870 0.10
H -1.761 -4.365 -4.806 0.13
H -2.325 -2.693 -4.837 0.12
H -3.946 -4.285 -3.695 0.12
H -3.420 -2.950 -2.668 0.12
H -2.337 -5.805 -2.623 0.13
H -3.270 -5.004 -1.358 0.13
H -1.002 -4.624 -0.674 0.13
C 1.702 2.802 3.947 -0.04
N 2.326 1.678 3.256 -0.16
C 2.992 2.057 2.025 -0.06
C 1.726 0.441 3.371 -0.44
N 1.357 -0.284 2.355 0.10
N 1.566 0.019 4.662 -0.16
C 0.649 -1.065 4.956 -0.06
C 2.503 0.390 5.714 -0.04
H 0.954 3.284 3.309 0.09
H 2.462 3.539 4.209 0.10
H 1.213 2.466 4.856 0.08
H 3.647 2.900 2.249 0.10
H 2.305 2.363 1.233 0.07
H 3.606 1.234 1.673 0.06
H 1.150 -1.233 2.643 0.05
H 1.093 -2.054 4.797 0.09
H -0.244 -0.976 4.340 0.09
H 0.349 -0.997 6.001 0.09
H 3.426 0.761 5.276 0.09
H 2.728 -0.492 6.313 0.09
H 2.101 1.159 6.379 0.09
N 0.542 -0.294 -3.315 0.14
C 0.682 -0.234 -2.164 -0.31
H 0.471 0.094 -4.236 0.12
C -3.586 3.611 -3.199 -0.19
C -2.074 3.682 -3.020 -0.45
Sb -1.023 2.241 -1.769 1.40
C -2.423 0.593 -2.051 -0.44
C -3.757 0.653 -1.317 -0.18
C -1.747 2.974 0.133 -0.45
C -3.078 3.710 0.230 -0.18
H -3.925 4.401 -3.873 0.07
H -4.135 3.727 -2.267 0.04
H -3.889 2.661 -3.645 0.06
H -1.758 4.658 -2.644 0.04
H -1.611 3.568 -4.004 0.03
H -1.894 -0.311 -1.734 0.01
H -2.568 0.515 -3.133 0.04
H -3.612 0.679 -0.236 0.07
H -4.365 -0.228 -1.540 0.06
H -4.345 1.525 -1.594 0.04
H -0.953 3.658 0.448 0.04
H -1.729 2.126 0.821 0.03
H -3.090 4.609 -0.387 0.06
H -3.249 4.030 1.261 0.07
H -3.927 3.094 -0.059 0.04
O 0.478 1.101 0.291 -0.54
```